Formula: C40H27F15GeIrN3PS
Source: the Open Molecules 2025 dataset
Level of theory: ωB97M-V with the def2-TZVPD basis set

Total energy ... -166623.1154 eV
F_max ... 1.3 eV/Å
Gap between HOMO and LUMO ... 0.28120 hartree
ΔE to the lowest compared entry with this formula, charge and spin ... 187.1 kJ/mol
Highest occupied orbital energy ... -10.770 eV
Total charge ... +1

Each line ends with the Löwdin charge.
CARTESIAN COORDINATES (ANGSTROEM)
H: -1.1991 -3.1457 -0.7473  0.11
H: -3.3245 3.7753 2.6446  0.10
C: 1.8052 -0.2131 3.7250  -0.07
H: 0.5873 -1.9959 0.3050  0.05
C: 1.2683 -1.6441 -3.1348  -0.12
H: -3.9032 -2.3916 -1.4855  0.13
H: -5.9491 0.6141 6.0249  0.11
C: -2.3937 2.2747 1.4291  -0.39
H: -2.9043 3.5651 6.6198  0.11
H: -1.7798 5.1150 -1.1096  0.11
H: -2.6612 -2.3562 1.8347  0.11
F: 6.9824 -3.1243 0.6627  0.16
H: -0.2223 -1.8753 1.7110  0.08
C: -1.5492 3.0198 -0.7050  -0.14
C: 4.3023 3.2185 -4.2919  -0.12
N: -1.8743 0.2641 -1.8133  -0.10
H: -1.0889 0.5616 -2.3881  0.05
H: -2.9208 5.5950 1.0236  0.11
C: 5.9268 -2.5440 0.1177  -0.12
H: -3.6487 -0.7639 0.7010  0.06
H: -1.4067 -1.1913 4.1740  0.11
C: -2.7118 2.3664 4.8552  -0.09
N: -0.3407 -1.9047 0.6978  -0.06
C: -3.5399 -1.3833 -1.2823  -0.14
C: 3.6997 -1.6925 0.2874  -0.21
C: 0.9087 -3.8886 -4.0212  -0.13
F: 3.3840 2.4758 -6.3239  0.14
H: 2.4250 1.4944 2.5888  0.12
F: 4.8675 -1.2843 -3.0705  0.10
H: -1.0267 2.8348 -1.6380  0.08
H: -2.5608 1.0202 -1.8373  0.12
C: 0.7188 -0.9659 4.1742  -0.07
C: 0.2035 -1.2500 -3.9235  -0.26
F: -0.2071 0.0375 -3.9180  0.06
H: -1.0086 -3.9435 0.8103  0.13
C: -2.4691 -0.9936 -2.2947  -0.18
H: 0.1495 2.1226 1.9277  0.09
C: 4.4740 3.0403 -2.9285  -0.13
C: -3.3294 2.7647 6.0284  -0.07
C: 2.9525 1.2478 -4.3596  -0.21
H: 2.8112 -0.4965 4.0057  0.11
F: 4.7680 -2.6370 2.1630  0.13
F: 4.0607 1.8209 -0.9916  0.08
Ir: -1.1830 0.0571 0.0524  0.99
C: 3.6712 -1.3057 -1.0378  -0.14
C: -1.7705 1.9837 0.1977  -0.40
C: -4.4386 0.7278 4.5048  -0.11
F: 4.8691 4.2456 -4.9033  0.16
C: 3.5412 2.3146 -5.0151  -0.14
F: -0.8103 -4.2767 -5.5751  0.16
S: 0.9662 0.8026 -0.5498  0.38
C: -2.6485 -2.5480 0.7597  -0.19
Ge: 2.2137 -0.3566 -1.9647  0.77
C: 5.9372 -2.1910 -1.2220  -0.13
F: 1.2522 -5.1687 -4.0481  0.15
C: 3.8685 1.9616 -2.3119  -0.23
C: -0.1443 -3.4398 -4.7991  -0.12
H: -2.8926 -0.8639 -3.2934  0.14
H: 0.8807 -1.8208 4.8183  0.11
P: -2.5406 0.8039 2.5020  1.05
F: 2.2460 0.3936 -5.1151  0.10
H: -4.8723 -0.0657 3.9070  0.09
C: 4.7972 -2.2947 0.8769  -0.13
H: -4.3873 -0.7028 -1.3708  0.13
F: 2.6379 -1.5195 1.0974  0.05
C: -0.7951 0.5018 2.9806  -0.40
C: -2.8144 3.5669 1.7117  -0.08
C: -2.6002 4.5877 0.7941  -0.07
H: -1.7820 2.8337 4.5501  0.11
F: -1.5250 -1.6549 -5.4731  0.14
C: -0.5645 -0.6132 3.8043  -0.13
H: -3.3861 -3.3243 0.5440  0.13
H: -4.9763 2.4451 7.3664  0.11
N: -3.0025 -1.2733 0.1043  -0.17
C: 3.0921 1.0438 -2.9984  -0.15
F: 7.0061 -2.4398 -1.9662  0.15
H: -1.6735 -1.7349 -2.3591  0.10
C: -0.5021 -2.1016 -4.7488  -0.16
C: -3.2714 1.3523 4.0765  -0.39
C: 1.5906 -2.9919 -3.2107  -0.21
C: -1.9633 4.3145 -0.4042  -0.07
F: 5.2094 3.8987 -2.2325  0.14
C: 1.5911 0.8943 2.9285  -0.08
C: -1.2586 -2.9945 0.3314  -0.20
F: 2.5877 -3.5075 -2.4843  0.11
C: -5.0483 1.1126 5.6923  -0.08
C: -4.4979 2.1369 6.4459  -0.07
C: 4.8198 -1.5843 -1.7636  -0.23
C: 0.2962 1.2520 2.5540  -0.14